Record 1
ORCA calculation (ωB97M-V/def2-TZVPD) on an isolated molecule of C4H9NO2 in a non-equilibrium geometry.

Bonds (Å) are listed after each position.
Cartesian coordinates (Å):
1 C -0.874 0.213 0.023  C2 1.440, C3 1.534, N5 1.514
2 C -1.191 -1.112 0.489  C1 1.440, H8 1.199, H9 1.124, H10 1.106
3 C -1.760 1.302 -0.596  C1 1.534, H11 1.127, H12 1.076, H13 1.142
4 C 2.955 -0.227 0.011  O7 1.459, H14 1.081, H15 1.029, H16 1.122
5 N 0.593 0.583 0.067  C1 1.514, O6 1.215, O7 1.446
6 O 1.028 1.676 -0.239  N5 1.215
7 O 1.535 -0.505 0.204  C4 1.459, N5 1.446
8 H -2.371 -1.003 0.676  C2 1.199
9 H -0.856 -1.850 -0.289  C2 1.124
10 H -0.683 -1.252 1.462  C2 1.106
11 H -2.597 1.304 0.158  C3 1.127
12 H -1.137 2.164 -0.765  C3 1.076
13 H -1.996 0.863 -1.623  C3 1.142
14 H 3.297 -0.406 -0.999  C4 1.081
15 H 3.523 -0.700 0.727  C4 1.029
16 H 2.918 0.882 0.179  C4 1.122

The largest force on an atom comes out at 0.1489 Eh/bohr. Its relative energy (zero: lowest compared OMol25 entry of this formula, charge and spin) is 152.7 kcal/mol. The value obtained for the total energy is -362.8421 Eh. The orbital gap (spin up / spin down) comes out at 8.6 / 8.5 eV. The SMILES is CO[N+]([O-])=C(C)C. As for the HOMO energy (spin up / spin down): -7.59 / -7.54 eV.

***

Record 2
ORCA calculation (ωB97M-V/def2-TZVPD) on a 2-piece molecular cluster, C5H10N2 overall.

Bonds (Å) are listed after each position.
Cartesian coordinates (Å):
1 C -1.867 -0.253 0.266  C2 1.509, H8 1.096, H9 1.094, H10 1.095
2 C -1.071 -0.314 -1.015  C1 1.509, N3 1.456, C4 1.493, H11 1.090
3 N -0.583 0.886 -1.678  C2 1.456, C4 1.474, H12 1.020
4 C 0.396 -0.047 -1.091  C2 1.493, N3 1.474, C5 1.454, H13 1.088
5 C 1.149 0.421 0.062  C4 1.454, C6 1.277, N7 1.501
6 C 2.161 0.627 0.814  C5 1.277, N7 1.509, H16 1.076
7 N 0.869 1.255 1.278  C5 1.501, C6 1.509, H17 1.029
8 H -2.878 0.117 0.058  C1 1.096
9 H -1.392 0.392 1.010  C1 1.094
10 H -1.961 -1.255 0.699  C1 1.095
11 H -1.435 -1.047 -1.735  C2 1.090
12 H -0.687 1.683 -1.050  N3 1.020
13 H 0.987 -0.600 -1.817  C4 1.088
14 H 0.917 -2.613 0.943  H15 0.744
15 H 1.342 -2.022 1.095  H14 0.744
16 H 3.171 0.527 1.170  C6 1.076
17 H 0.884 2.243 0.990  N7 1.029

The largest force on an atom comes out at 0.0077 Eh/bohr. Its relative energy (zero: lowest compared OMol25 entry of this formula, charge and spin) is 119.2 kcal/mol. The value obtained for the total energy is -305.8339 Eh. The orbital gap comes out at 9.4 eV. The SMILES is C[C@H]1N[C@H]1C1=CN1.[H][H]. As for the HOMO energy: -8.18 eV.

***

Record 3
ORCA calculation (ωB97M-V/def2-TZVPD) on an isolated molecule of C2H6N4S2 in a non-equilibrium geometry.

Bonds (Å) are listed after each position.
Cartesian coordinates (Å):
1 C -0.705 0.458 0.266  C2 1.545, N3 1.561, N5 1.405, H9 1.181
2 C 0.785 0.167 0.555  C1 1.545, N6 1.424, S8 1.928, H10 1.035
3 N -0.947 -0.030 -1.197  C1 1.561, N4 1.230
4 N -0.200 -0.937 -1.563  N3 1.230, S7 1.618, S8 1.889
5 N -1.671 -0.153 1.083  C1 1.405, H11 1.057, H12 1.062
6 N 1.686 1.111 -0.014  C2 1.424, H13 1.046, H14 0.961
7 S -0.107 -1.755 -2.956  N4 1.618
8 S 1.050 -1.548 -0.285  C2 1.928, N4 1.889
9 H -1.007 1.591 0.136  C1 1.181
10 H 0.979 0.067 1.567  C2 1.035
11 H -2.513 0.358 1.466  N5 1.057
12 H -1.554 -1.074 1.598  N5 1.062
13 H 2.614 0.750 0.308  N6 1.046
14 H 1.591 0.996 -0.963  N6 0.961

The largest force on an atom comes out at 0.0666 Eh/bohr. Its relative energy (zero: lowest compared OMol25 entry of this formula, charge and spin) is 79.9 kcal/mol. The value obtained for the total energy is -1095.0967 Eh. The orbital gap comes out at 8.3 eV. The SMILES is N[C@@H]1N=[N+]([S-])S[C@H]1N. As for the HOMO energy: -8.47 eV.